This record from the Open Molecules 2025 dataset describes a molecular structure, C35H55N4NiOP2S at a distorted geometry. The level of theory is ωB97M-V/def2-TZVPD.

```
! wB97M-V def2-TZVPD RIJCOSX def2/J DEFGRID3
* xyz 1 3
C 2.04 -2.04 -1.38
C 1.65 0.09 -2.24
C 2.97 -2.34 -2.38
C 2.55 -0.15 -3.29
C 3.21 -1.38 -3.36
H 3.44 -3.32 -2.37
H 2.71 0.63 -4.02
H 3.91 -1.59 -4.16
N 1.51 -0.82 -1.27
P -0.08 -2.55 0.29
P 0.78 2.05 -0.40
C 1.54 -3.09 -0.41
H 1.45 -4.06 -0.92
H 2.27 -3.23 0.41
C 0.78 1.30 -2.11
H 0.93 2.03 -2.92
C -0.47 3.51 -0.58
C 2.54 2.74 -0.17
C -1.30 -3.30 -0.95
C -0.14 -3.54 1.90
C -1.84 3.08 -0.04
H -1.80 2.78 1.01
H -2.53 3.93 -0.13
H -2.27 2.24 -0.61
C -0.01 4.71 0.26
H 0.08 4.45 1.32
H 0.93 5.15 -0.10
H -0.78 5.49 0.18
C -0.64 3.95 -2.04
H -1.36 4.78 -2.06
H 0.29 4.32 -2.49
H -1.05 3.15 -2.68
C 2.68 3.38 1.23
H 2.30 2.71 2.02
H 3.75 3.54 1.42
H 2.18 4.35 1.33
C 3.55 1.58 -0.22
H 3.28 0.77 0.46
H 3.67 1.19 -1.23
H 4.53 1.98 0.11
C 2.85 3.75 -1.29
H 2.10 3.80 -2.09
H 2.98 4.77 -0.88
H 3.80 3.48 -1.77
C -1.53 -3.37 2.53
H -1.49 -3.74 3.56
H -1.84 -2.32 2.55
H -2.30 -3.96 2.00
C 0.92 -2.92 2.82
H 1.93 -2.95 2.40
H 0.66 -1.89 3.06
H 0.93 -3.50 3.76
C 0.23 -5.03 1.76
H 0.44 -5.41 2.77
H -0.59 -5.64 1.36
H 1.13 -5.19 1.15
C -0.95 -2.85 -2.38
H -1.63 -3.39 -3.07
H -1.13 -1.78 -2.52
H 0.08 -3.09 -2.67
C -2.70 -2.79 -0.59
H -2.73 -1.69 -0.61
H -3.41 -3.17 -1.34
H -3.03 -3.14 0.39
C -1.26 -4.84 -0.95
H -0.25 -5.24 -1.08
H -1.73 -5.27 -0.05
H -1.86 -5.19 -1.80
Ni -0.04 -0.20 0.35
C 1.18 0.10 1.69
O 1.98 0.27 2.52
N -1.35 0.17 -1.12
C -0.96 0.69 -2.19
C -1.62 0.80 -3.51
C -3.01 0.60 -3.56
C -0.91 1.04 -4.70
C -3.69 0.69 -4.78
H -3.54 0.37 -2.63
C -1.58 1.10 -5.92
H 0.17 1.14 -4.66
C -2.97 0.94 -5.96
H -4.77 0.55 -4.83
H -1.00 1.27 -6.83
H -3.50 1.00 -6.92
S -1.47 0.28 2.09
C -1.01 0.60 3.72
N -1.68 1.55 4.41
C -1.12 2.16 5.64
C -0.43 1.13 6.51
C -0.34 -0.25 5.88
N -0.14 -0.13 4.44
H -2.26 2.16 3.83
H -1.96 2.63 6.17
H -0.42 2.96 5.36
H -0.95 1.06 7.47
H 0.59 1.47 6.73
H -1.28 -0.80 6.05
H 0.47 -0.85 6.29
H 0.76 -0.42 4.05
*
```

Properties
Orbital gap (alpha / beta)   0.2747 / 0.2775 Eh
E_HOMO (alpha / beta)   -9.45 / -9.84 eV
Energy above the lowest of the compared OMol25 structures with the same formula, charge and spin   0.0 kcal/mol

Atom charges from the Löwdin analysis, given in e for atoms 1 to 2: number 1, C, carries -0.319; number 2, C, carries -0.312

This record from the Open Molecules 2025 dataset describes 3 unconnected molecules or ions with the total composition C35H56BF5N6O7P2 at a distorted geometry. The level of theory is ωB97M-V/def2-TZVPD.

```
! wB97M-V def2-TZVPD RIJCOSX def2/J DEFGRID3
* xyz 0 1
C 0.04 2.21 4.21
C 0.38 0.76 4.74
C 0.44 -0.19 3.53
C 1.34 -1.47 3.72
C 1.68 -1.78 5.21
C 2.55 -1.50 2.81
C 3.59 -0.65 2.80
B 3.72 0.56 3.83
O 4.24 0.43 5.11
O 3.26 1.80 3.49
C 4.72 -0.78 1.81
O 5.86 -0.48 2.11
C 4.32 -1.33 0.45
C 4.96 -0.92 -0.71
O 5.99 -0.01 -0.71
C 4.51 -1.43 -1.92
C 3.46 -2.32 -1.93
C 2.81 -2.74 -0.79
C 1.63 -3.72 -0.89
F 2.11 -4.98 -0.66
F 0.63 -3.39 -0.02
C 0.98 -3.72 -2.29
C 1.29 -4.66 -3.25
C 0.62 -4.59 -4.47
C -0.31 -3.61 -4.69
C -0.62 -2.66 -3.72
C -1.68 -1.61 -4.01
F -1.54 -1.23 -5.30
F -1.57 -0.53 -3.24
F -2.92 -2.11 -3.85
C 0.05 -2.72 -2.52
C 3.25 -2.24 0.44
C 2.61 -2.61 1.78
O 2.22 -3.74 2.02
H 0.67 2.95 4.73
H -1.01 2.49 4.38
H 0.32 2.30 3.15
H 1.33 0.87 5.27
H -0.41 0.52 5.45
H 0.77 0.30 2.60
H -0.59 -0.53 3.34
H 0.71 -2.32 3.42
H 2.25 -0.99 5.70
H 0.72 -1.93 5.73
H 2.18 -2.75 5.23
H 4.99 -0.18 5.09
H 3.39 2.37 4.27
H 5.61 0.82 -1.02
H 5.00 -1.10 -2.83
H 3.13 -2.67 -2.91
H 2.04 -5.42 -3.05
H 0.81 -5.33 -5.25
H -0.86 -3.57 -5.63
H -0.17 -1.99 -1.74
C -6.43 -5.81 -4.67
N -5.41 -5.03 -5.34
C -4.43 -4.50 -4.41
P -4.73 -5.44 -6.87
O -3.93 -6.66 -6.45
N -5.74 -6.26 -8.02
C -7.11 -6.65 -7.79
C -5.07 -7.33 -8.77
N -5.32 -3.93 -7.49
C -6.40 -3.11 -6.99
C -4.79 -3.52 -8.79
H -6.82 -5.25 -3.82
H -6.07 -6.78 -4.31
H -7.30 -5.97 -5.31
H -4.07 -3.54 -4.76
H -3.56 -5.17 -4.30
H -4.85 -4.33 -3.42
H -7.20 -7.42 -7.01
H -7.55 -7.05 -8.70
H -7.74 -5.79 -7.52
H -5.04 -8.27 -8.21
H -4.05 -7.05 -9.02
H -5.59 -7.51 -9.72
H -7.30 -3.69 -6.77
H -6.68 -2.37 -7.74
H -6.11 -2.56 -6.09
H -5.47 -3.82 -9.60
H -3.82 -3.98 -8.98
H -4.65 -2.44 -8.83
C 4.40 6.74 4.79
N 3.10 7.16 4.32
C 2.86 6.73 2.94
P 1.67 7.17 5.28
O 1.46 5.68 5.40
N 1.85 7.48 6.98
C 3.11 7.72 7.65
C 1.00 6.66 7.84
N 1.56 8.88 5.02
C 2.60 9.81 4.65
C 0.29 9.51 5.40
H 5.16 7.00 4.06
H 4.46 5.66 4.99
H 4.70 7.28 5.69
H 2.24 7.47 2.42
H 2.34 5.77 2.90
H 3.78 6.64 2.38
H 3.76 6.83 7.64
H 2.94 7.99 8.69
H 3.65 8.56 7.22
H 1.44 5.67 8.03
H 0.02 6.51 7.40
H 0.84 7.16 8.80
H 3.51 9.68 5.24
H 2.27 10.84 4.81
H 2.87 9.73 3.60
H 0.35 9.93 6.41
H -0.52 8.78 5.39
H 0.02 10.31 4.71
*
```

Properties
SMILES   CCC[C@H](C)C1=C(B(O)O)C(=O)c2c(O)ccc(C(F)(F)c3cccc(C(F)(F)F)c3)c2C1=O.CN(C)P(=O)(N(C)C)N(C)C.CN(C)P(=O)(N(C)C)N(C)C
Orbital gap   0.2694 Eh
E_HOMO   -8.03 eV
Energy above the lowest of the compared OMol25 structures with the same formula, charge and spin   0.0 kcal/mol

Atom charges from the Löwdin analysis, given in e for atoms 1 to 2: number 1, C, carries -0.097; number 2, C, carries -0.232